Entry 1:
One molecule with the formula C5H10N4 at a distorted geometry, computed with ωB97M-V with the def2-TZVPD basis set.

Output
Energy above the lowest of the compared OMol25 structures with the same formula, charge and spin (kJ/mol): 203.7
SMILES string: [H]/N=C(\C)N/C=C\C=N/N
Kohn-Sham gap (eV): 8.94
Net charge: 0
Highest occupied orbital energy (Eh): -0.297

Bonds (Å) are listed after each position.
Atoms and positions in Å:
1 C 0.998 -0.685 1.276  C2 1.475, H6 1.119, H7 1.093, H8 1.105
2 C 1.586 -0.113 0.051  C1 1.475, N16 1.281, N17 1.414
3 C -0.240 1.600 -0.312  C4 1.348, H11 1.089, N17 1.373
4 C -1.423 1.191 0.187  C3 1.348, C5 1.464, H12 1.075
5 C -2.012 -0.121 0.463  C4 1.464, H13 1.080, N18 1.283
6 H 1.812 -1.238 1.809  C1 1.119
7 H 0.531 0.061 1.926  C1 1.093
8 H 0.191 -1.382 0.986  C1 1.105
9 H 3.221 -1.149 -0.012  N16 1.033
10 H 1.509 1.480 -1.275  N17 1.023
11 H -0.123 2.656 -0.554  C3 1.089
12 H -2.170 1.943 0.369  C4 1.075
13 H -2.687 -0.110 1.306  C5 1.080
14 H -1.184 -1.902 -1.953  N19 1.029
15 H -0.801 -0.320 -1.728  N19 1.038
16 N 2.674 -0.448 -0.538  C2 1.281, H9 1.033
17 N 0.940 0.961 -0.602  C2 1.414, C3 1.373, H10 1.023
18 N -1.836 -1.217 -0.179  C5 1.283, N19 1.344
19 N -0.987 -1.206 -1.221  H14 1.029, H15 1.038, N18 1.344

Löwdin population analysis, charges in e, atoms 1 to 8: number 1, C, carries -0.03; number 2, C, carries -0.48; number 3, C, carries -0.16; number 4, C, carries -0.10; number 5, C, carries -0.22; number 6, H, carries 0.10; number 7, H, carries 0.08; number 8, H, carries 0.07


Entry 2:
An isolated ion of composition C5H10N5 and charge +1 at a distorted geometry, computed with ωB97M-V with the def2-TZVPD basis set.

Output
Energy above the lowest of the compared OMol25 structures with the same formula, charge and spin (kJ/mol): 0.0
SMILES string: N/C=N/C=C1/NCNC1=[NH2+]
Kohn-Sham gap (eV): 7.47
Net charge: +1
Highest occupied orbital energy (Eh): -0.406

Bonds (Å) are listed after each position.
Atoms and positions in Å:
1 C -0.508 -0.282 -1.118  C2 1.390, N6 1.356, H11 1.119
2 C 0.555 0.469 -0.628  C1 1.390, C3 1.424, N7 1.400
3 C 0.719 0.817 0.744  C2 1.424, N8 1.359, N10 1.275
4 C 2.558 1.355 -0.455  N7 1.365, N8 1.421, H12 1.067, H13 1.094
5 C -2.487 -1.390 -0.419  N6 1.301, N9 1.312, H14 1.094
6 N -1.315 -0.869 -0.200  C1 1.356, C5 1.301
7 N 1.587 1.057 -1.367  C2 1.400, C4 1.365, H15 0.975
8 N 1.819 1.615 0.730  C3 1.359, C4 1.421, H16 1.086
9 N -2.897 -2.384 0.331  C5 1.312, H17 1.004, H18 1.001
10 N 0.027 0.424 1.739  C3 1.275, H19 1.022, H20 1.049
11 H -0.678 -0.455 -2.210  C1 1.119
12 H 3.310 0.633 -0.228  C4 1.067
13 H 3.055 2.293 -0.722  C4 1.094
14 H -3.155 -1.151 -1.252  C5 1.094
15 H 1.864 0.600 -2.183  N7 0.975
16 H 2.462 2.079 1.473  N8 1.086
17 H -3.895 -2.490 0.346  N9 1.004
18 H -2.386 -2.734 1.117  N9 1.001
19 H 0.142 0.641 2.731  N10 1.022
20 H -0.777 -0.228 1.572  N10 1.049

Löwdin population analysis, charges in e, atoms 1 to 8: number 1, C, carries -0.04; number 2, C, carries -0.17; number 3, C, carries -0.28; number 4, C, carries -0.25; number 5, C, carries -0.23; number 6, N, carries -0.01; number 7, N, carries 0.06; number 8, N, carries 0.11


Entry 3:
A 2-piece molecular cluster, C5H10N5O2 overall at a distorted geometry, computed with ωB97M-V with the def2-TZVPD basis set.

Output
Energy above the lowest of the compared OMol25 structures with the same formula, charge and spin (kJ/mol): 173.0
Kohn-Sham gap (eV): 8.12
Net charge: +1
Highest occupied orbital energy (Eh): -0.426

Bonds (Å) are listed after each position.
Atoms and positions in Å:
1 C -0.576 -0.217 1.721  C2 1.314, N6 1.393, H13 1.033
2 C -0.071 -0.978 0.775  C1 1.314, N7 1.343, N8 1.395
3 C 0.573 -1.915 2.714  N6 1.354, N7 1.401, O11 1.181
4 C 0.444 2.672 -0.754  N10 1.252, O12 1.369, H15 1.128
5 C -0.187 -1.484 -1.555  N8 1.274, N9 1.339, H14 1.072
6 N -0.259 -0.866 2.912  C1 1.393, C3 1.354, H21 1.071
7 N 0.623 -1.991 1.316  C2 1.343, C3 1.401, H16 0.924
8 N -0.184 -0.665 -0.579  C2 1.395, C5 1.274, H17 1.135
9 N -0.051 -0.945 -2.774  C5 1.339, H18 1.000, H19 1.068
10 N -0.346 1.945 -1.396  C4 1.252, H20 0.958
11 O 1.108 -2.671 3.446  C3 1.181
12 O 0.437 4.042 -0.761  C4 1.369, H22 0.941
13 H -1.210 0.581 1.887  C1 1.033
14 H -0.031 -2.506 -1.276  C5 1.072
15 H 1.226 2.281 -0.041  C4 1.128
16 H 1.172 -2.607 0.900  N7 0.924
17 H -0.248 0.436 -0.851  N8 1.135
18 H -0.316 0.017 -2.841  N9 1.000
19 H -0.445 -1.560 -3.554  N9 1.068
20 H -0.953 2.479 -1.911  N10 0.958
21 H -0.365 -0.349 3.844  N6 1.071
22 H -0.341 4.302 -1.222  O12 0.941

Löwdin population analysis, charges in e, atoms 1 to 8: number 1, C, carries -0.01; number 2, C, carries -0.30; number 3, C, carries -0.54; number 4, C, carries -0.25; number 5, C, carries -0.13; number 6, N, carries 0.13; number 7, N, carries 0.22; number 8, N, carries 0.12


Entry 4:
An isolated ion of composition C5H10N5O2 and charge +1 at a distorted geometry, computed with ωB97M-V with the def2-TZVPD basis set.

Output
Energy above the lowest of the compared OMol25 structures with the same formula, charge and spin (kJ/mol): 422.3
SMILES string: NN1C[C@@]1(/N=C\O)C(=O)NC=[NH2+]
Kohn-Sham gap (eV): 7.94
Net charge: +1
Highest occupied orbital energy (Eh): -0.454

Bonds (Å) are listed after each position.
Atoms and positions in Å:
1 C 0.637 -0.156 -0.258  C2 1.492, C4 1.549, N6 1.444, N8 1.468
2 C 0.253 1.266 -0.491  C1 1.492, N7 1.378, O11 1.187
3 C 2.683 -0.103 0.871  N6 1.258, O12 1.295, H13 1.171
4 C 0.490 -1.057 -1.510  C1 1.549, N8 1.501, H14 1.184, H15 1.001
5 C -1.792 0.895 0.794  N7 1.326, N10 1.290, H16 1.017
6 N 1.504 -0.540 0.831  C1 1.444, C3 1.258
7 N -1.050 1.510 -0.116  C2 1.378, C5 1.326, H17 1.038
8 N -0.515 -1.057 -0.395  C1 1.468, C4 1.501, N9 1.392
9 N -0.475 -2.228 0.357  N8 1.392, H18 0.998, H19 1.021
10 N -3.065 1.106 0.817  C5 1.290, H20 1.055, H21 0.973
11 O 0.955 2.095 -0.969  C2 1.187
12 O 3.399 0.666 0.113  C3 1.295, H22 0.958
13 H 3.500 -0.497 1.612  C3 1.171
14 H 0.094 -0.554 -2.506  C4 1.184
15 H 1.048 -1.888 -1.502  C4 1.001
16 H -1.306 0.314 1.473  C5 1.017
17 H -1.540 2.244 -0.662  N7 1.038
18 H 0.463 -2.502 0.563  N9 0.998
19 H -1.037 -2.943 -0.106  N9 1.021
20 H -3.693 0.594 1.492  N10 1.055
21 H -3.556 1.582 0.126  N10 0.973
22 H 3.004 1.252 -0.534  O12 0.958

Löwdin population analysis, charges in e, atoms 1 to 8: number 1, C, carries -0.38; number 2, C, carries -0.38; number 3, C, carries -0.28; number 4, C, carries 0.04; number 5, C, carries -0.08; number 6, N, carries 0.14; number 7, N, carries 0.17; number 8, N, carries -0.15


Entry 5:
An isolated ion of composition C5H10NO and charge -1 at a distorted geometry, computed with ωB97M-V with the def2-TZVPD basis set.

Output
Energy above the lowest of the compared OMol25 structures with the same formula, charge and spin (kJ/mol): 206.3
SMILES string: C=C(N)CCC[O-]
Kohn-Sham gap (eV): 5.86
Net charge: -1
Highest occupied orbital energy (Eh): -0.078

Bonds (Å) are listed after each position.
Atoms and positions in Å:
1 C -0.391 2.281 0.943  O2 1.362, C3 1.606, H8 1.154, H9 1.165
2 O 0.429 2.999 1.759  C1 1.362
3 C 0.325 0.846 0.861  C1 1.606, C4 1.522, H10 1.207, H11 1.087
4 C -0.510 0.012 -0.100  C3 1.522, C5 1.542, H12 1.044, H13 1.063
5 C 0.091 -1.328 -0.572  C4 1.542, C6 1.423, N7 1.475
6 C -0.776 -2.453 -0.660  C5 1.423, H14 1.146, H15 1.092
7 N 1.261 -1.183 -1.458  C5 1.475, H16 1.075, H17 0.999
8 H -1.471 2.093 1.304  C1 1.154
9 H -0.468 2.776 -0.108  C1 1.165
10 H 1.397 1.205 0.437  C3 1.207
11 H 0.653 0.358 1.775  C3 1.087
12 H -0.764 0.557 -0.954  C4 1.044
13 H -1.291 -0.175 0.597  C4 1.063
14 H -0.766 -3.316 -1.416  C6 1.146
15 H -1.393 -2.321 0.231  C6 1.092
16 H 1.928 -2.021 -1.364  N7 1.075
17 H 1.747 -0.329 -1.276  N7 0.999

Löwdin population analysis, charges in e, atoms 1 to 8: number 1, C, carries -0.54; number 2, O, carries -0.42; number 3, C, carries -0.23; number 4, C, carries -0.23; number 5, C, carries -0.36; number 6, C, carries -0.02; number 7, N, carries 0.04; number 8, H, carries 0.08


Entry 6:
An isolated ion of composition C5H10NO and charge -1 at a distorted geometry, computed with ωB97M-V with the def2-TZVPD basis set.

Output
Energy above the lowest of the compared OMol25 structures with the same formula, charge and spin (kJ/mol): 126.7
SMILES string: [O-]C[C@@H]1CCCN1
Kohn-Sham gap (eV): 5.94
Net charge: -1
Highest occupied orbital energy (Eh): -0.072

Bonds (Å) are listed after each position.
Atoms and positions in Å:
1 N -0.647 -0.463 0.905  C2 1.448, C5 1.479, H8 1.032
2 C -1.156 -1.287 -0.172  N1 1.448, C3 1.610, H9 1.240, H10 1.114
3 C -0.388 -0.777 -1.492  C2 1.610, C4 1.520, H11 1.120, H12 1.057
4 C 0.637 0.230 -0.996  C3 1.520, C5 1.467, H13 1.079, H14 1.089
5 C 0.542 0.300 0.466  N1 1.479, C4 1.467, C6 1.620, H15 1.131
6 C 0.452 1.694 1.286  C5 1.620, O7 1.318, H16 1.124, H17 1.157
7 O 1.499 2.443 1.003  C6 1.318
8 H -0.363 -1.005 1.735  N1 1.032
9 H -0.776 -2.467 -0.152  C2 1.240
10 H -2.266 -1.217 -0.223  C2 1.114
11 H 0.221 -1.656 -1.824  C3 1.120
12 H -1.143 -0.501 -2.179  C3 1.057
13 H 1.624 0.062 -1.398  C4 1.079
14 H 0.355 1.204 -1.391  C4 1.089
15 H 1.481 -0.171 0.886  C5 1.131
16 H -0.594 2.069 1.117  C6 1.124
17 H 0.522 1.542 2.430  C6 1.157

Löwdin population analysis, charges in e, atoms 1 to 8: number 1, N, carries -0.08; number 2, C, carries -0.24; number 3, C, carries -0.18; number 4, C, carries -0.20; number 5, C, carries -0.36; number 6, C, carries -0.54; number 7, O, carries -0.37; number 8, H, carries 0.11